Entry 1:
Formula: C32H68FN10O6P2S
Source: OMol25
Level of theory: ωB97M-V with the def2-TZVPD basis set

Each line ends with the Mulliken spin population.
CARTESIAN COORDINATES (ANGSTROEM)
S -5.563 0.785 -0.808  0.0000
P 1.945 -6.336 -1.338  0.0002
P 1.489 4.580 3.815  -0.0002
F -2.833 1.108 2.614  0.0000
O -2.294 -1.176 2.492  0.0000
O 1.189 0.665 -4.325  0.5901
O 1.450 5.098 2.364  0.0001
O -0.028 0.385 1.262  -0.0005
O -6.478 -2.016 -1.173  0.0000
O 2.278 -4.905 -1.802  -0.0005
N 0.583 5.901 4.435  0.0000
N 3.181 4.744 3.996  0.0000
N 0.624 -0.175 -3.485  0.2982
N -4.462 -3.213 -0.805  0.0000
N 2.737 -7.113 -2.638  0.0000
N -2.213 0.016 0.446  0.0003
N -4.268 -1.854 -0.721  -0.0001
N 1.514 3.934 5.483  0.0000
N 2.882 -6.229 0.096  0.0000
N 1.483 -7.985 -0.817  0.0000
C 2.772 -6.393 -3.911  0.0000
C 3.881 5.640 4.895  0.0000
C -0.833 0.550 0.306  0.0028
C 1.395 -0.200 -2.209  0.0287
C 0.020 -8.121 -0.835  0.0000
C 1.036 2.544 5.485  0.0000
C -1.379 0.567 -4.765  -0.0050
C -0.298 1.377 -0.976  -0.0533
C -4.576 3.650 -2.760  0.0006
C 1.252 1.111 -1.294  0.0612
C 2.006 -8.716 0.332  0.0000
C 4.321 -6.038 0.088  0.0000
C 1.021 4.598 6.684  0.0000
C -1.692 -1.294 -3.016  0.0281
C 3.899 -7.975 -2.564  0.0000
C -2.455 -0.083 1.917  0.0000
C 2.278 -5.361 1.107  0.0000
C 1.174 -1.549 -1.328  0.0246
C -6.060 3.062 -2.426  0.0000
C 3.991 4.565 2.792  -0.0001
C -5.450 -1.067 -0.906  0.0000
C -1.923 3.430 -0.337  -0.0008
C -5.884 -3.302 -1.088  0.0000
C 1.050 7.274 4.382  0.0000
C -2.407 4.528 -1.424  0.0005
C -6.070 1.440 -2.475  0.0000
C -4.024 4.581 -1.562  -0.0001
C -0.828 5.849 4.058  0.0000
C -1.227 1.238 -2.281  0.0235
C -0.399 2.947 -0.523  0.0039
C -0.836 0.067 -3.304  0.0302
C 2.972 -0.260 -2.646  0.0034
H -4.263 5.671 -1.872  0.0000
H 3.096 -8.755 0.340  0.0000
H 2.030 7.385 4.841  0.0000
H -4.567 4.402 -0.574  0.0000
H -2.168 -0.987 0.153  0.0001
H -3.812 2.802 -2.917  0.0005
H 5.026 4.306 3.042  0.0000
H 4.721 -6.176 1.098  0.0000
H 1.085 7.671 3.364  0.0000
H -6.821 3.437 -3.208  0.0000
H 1.814 -5.899 -4.103  0.0000
H 2.244 -4.317 0.778  -0.0001
H 1.695 1.995 -1.892  0.0069
H 1.676 -9.760 0.291  0.0000
H -0.388 -7.719 -1.768  0.0000
H -6.377 3.455 -1.401  0.0000
H 0.398 7.914 4.986  0.0000
H -4.624 4.242 -3.754  0.0000
H 1.280 2.035 6.424  0.0000
H 0.168 3.124 0.477  0.0004
H -7.161 1.108 -2.643  0.0000
H 3.123 -0.983 -3.536  -0.0018
H 4.002 5.468 2.173  0.0000
H 4.831 -7.400 -2.549  0.0000
H 3.939 -8.637 -3.433  0.0000
H 3.560 -5.633 -3.925  0.0000
H 0.135 3.536 -1.354  -0.0002
H 3.888 -8.640 -1.700  0.0000
H 2.935 -7.075 -4.751  0.0000
H 1.435 5.600 6.807  0.0000
H 1.555 -2.492 -1.861  -0.0177
H -0.072 4.667 6.706  0.0000
H -1.411 6.622 4.566  0.0000
H -0.047 2.499 5.329  0.0000
H 3.501 -0.768 -1.753  0.0004
H -1.085 1.650 -4.990  0.0000
H -0.436 -7.574 -0.003  0.0000
H 1.252 -5.685 1.317  0.0000
H 1.815 -1.392 -0.379  0.0005
H -1.877 -1.472 -1.905  0.0050
H -2.304 1.011 -1.916  -0.0082
H 3.609 3.737 2.187  0.0001
H -1.262 4.886 4.354  0.0000
H -2.095 5.553 -0.989  0.0000
H 3.991 6.641 4.464  0.0000
H 2.820 -5.408 2.055  0.0000
H 3.387 0.779 -2.880  -0.0018
H -1.142 -2.215 -3.455  -0.0230
H -1.125 -0.171 -5.597  -0.0019
H -2.535 0.568 -4.676  -0.0005
H 0.097 -1.688 -0.976  0.0015
H -1.313 2.232 -2.861  0.0046
H 4.615 -5.050 -0.274  0.0000
H -5.384 1.025 -3.307  0.0000
H 4.886 5.263 5.103  0.0000
H 1.906 0.951 -0.372  -0.0028
H -1.936 4.395 -2.457  -0.0003
H 1.335 4.041 7.574  0.0000
H 1.517 1.975 4.682  0.0000
H 1.664 -8.297 1.285  0.0000
H 4.826 -6.800 -0.503  0.0000
H 3.404 5.732 5.870  0.0000
H -2.660 2.555 -0.365  0.0008
H -2.701 -1.236 -3.547  0.0014
H -6.396 -4.309 -1.213  0.0000
H -1.988 3.939 0.689  0.0000
H -0.965 5.964 2.978  0.0000
H -0.288 -9.171 -0.779  0.0000

Values from the calculation:
⟨S²⟩	0.754
electronic energy	-93589.03737	eV
2S+1	2
frontier orbital gap	0.2670	Eh

Entry 2:
Formula: C32H68N4O9
Source: OMol25
Level of theory: ωB97M-V with the def2-TZVPD basis set

Each line ends with the Löwdin charge.
CARTESIAN COORDINATES (ANGSTROEM)
O 4.971 -11.551 7.004  -0.1570
O 9.206 -8.705 16.635  -0.1366
O 5.095 -8.281 15.047  -0.1576
O 2.457 -9.827 10.935  0.0355
O 8.802 -6.277 10.159  -0.1434
O 6.700 -12.216 12.896  -0.0230
O 3.862 -13.891 15.127  0.0311
O 5.658 -15.110 10.480  -0.1458
O 10.484 -11.016 7.323  0.0294
N 9.762 -13.025 7.779  -0.1608
N 3.130 -7.963 9.788  -0.2041
N 5.175 -12.632 16.455  -0.1872
N 6.595 -10.654 11.211  -0.1626
C 6.985 -15.288 10.936  -0.2227
C 4.871 -12.800 6.320  -0.1736
C 7.247 -9.670 12.005  -0.0410
C 9.816 -7.290 10.171  -0.2262
C 3.558 -7.468 8.510  -0.0652
C 5.586 -17.031 11.894  -0.1743
C 4.361 -9.228 14.238  -0.1948
C 8.471 -6.059 8.784  -0.1766
C 9.156 -12.633 9.121  -0.0100
C 10.637 -7.198 15.785  -0.1654
C 2.929 -9.101 14.708  -0.1501
C 5.186 -10.506 6.100  -0.2373
C 4.205 -12.167 17.398  -0.0623
C 5.111 -12.413 4.833  -0.1679
C 6.973 -16.718 11.383  -0.1934
C 10.430 -12.155 7.013  -0.3848
C 5.963 -11.178 5.013  -0.1804
C 4.905 -13.359 15.353  -0.3743
C 10.528 -8.361 14.769  -0.1391
C 2.594 -9.229 9.903  -0.3501
C 2.951 -7.960 15.742  -0.1585
C 6.028 -10.169 9.960  -0.0369
C 9.464 -6.867 7.891  -0.1531
C 10.287 -7.939 17.051  -0.2398
C 6.402 -11.912 11.737  -0.2803
C 9.823 -14.436 7.549  -0.0829
C 3.297 -7.079 10.955  -0.0302
C 9.382 -9.294 15.366  -0.1734
C 6.412 -11.891 16.475  -0.0646
C 4.240 -7.188 15.437  -0.1777
C 4.839 -15.810 11.471  -0.1651
C 9.782 -7.952 8.841  -0.2182
H 7.604 -10.025 12.972  0.0766
H 6.968 -11.523 5.257  0.1197
H 6.028 -10.613 4.083  0.1168
H 6.399 -9.087 12.362  0.0776
H 7.736 -17.086 12.068  0.1111
H 9.757 -7.970 11.021  0.0993
H 5.831 -12.510 11.008  0.1373
H 8.080 -12.788 9.044  0.0730
H 4.182 -6.455 14.633  0.1115
H 5.805 -13.466 14.729  0.1174
H 2.100 -7.281 15.792  0.1026
H 4.243 -10.044 5.806  0.1206
H 10.013 -6.365 15.462  0.1130
H 3.898 -11.139 17.207  0.0752
H 5.232 -17.968 11.466  0.1088
H 10.176 -8.129 13.764  0.0859
H 3.890 -13.274 6.359  0.1146
H 10.775 -8.348 8.629  0.1228
H 3.184 -6.461 8.328  0.0924
H 2.882 -8.348 16.759  0.1022
H 2.447 -9.652 8.897  0.1315
H 9.385 -13.167 10.043  0.0834
H 9.031 -8.738 8.925  0.1050
H 8.942 -7.342 7.060  0.1091
H 4.720 -15.170 12.346  0.1166
H 4.137 -12.129 4.433  0.1114
H 10.860 -12.572 6.089  0.1380
H 8.461 -9.141 14.803  0.0975
H 3.249 -12.683 17.308  0.0888
H 5.798 -9.748 6.588  0.1158
H 4.431 -8.972 13.181  0.0817
H 2.331 -8.978 13.805  0.0977
H 3.859 -16.052 11.059  0.1244
H 7.103 -12.639 16.864  0.0915
H 2.617 -10.038 15.170  0.1031
H 10.258 -14.749 6.599  0.0878
H 8.788 -14.777 7.561  0.0802
H 4.573 -6.663 16.333  0.1167
H 10.137 -7.148 17.785  0.1198
H 4.323 -6.712 10.987  0.0887
H 9.723 -10.330 15.372  0.1146
H 10.741 -6.724 10.274  0.1200
H 7.436 -6.393 8.717  0.1051
H 11.620 -6.729 15.823  0.1058
H 5.739 -10.947 9.254  0.0791
H 5.625 -13.171 4.242  0.1136
H 2.653 -6.201 10.915  0.0862
H 9.308 -11.596 9.422  0.0740
H 3.310 -8.223 7.764  0.0772
H 7.867 -8.957 11.461  0.0778
H 10.336 -6.407 7.426  0.1170
H 3.039 -7.558 11.899  0.0654
H 8.588 -4.998 8.566  0.1123
H 7.145 -14.640 11.798  0.1072
H 4.647 -7.442 8.547  0.0744
H 10.317 -14.965 8.364  0.0878
H 6.818 -11.576 15.514  0.0679
H 5.154 -9.537 10.118  0.0669
H 7.196 -17.420 10.579  0.1066
H 6.624 -9.489 9.351  0.0775
H 6.359 -10.997 17.095  0.0947
H 11.106 -8.503 17.496  0.1204
H 4.545 -12.164 18.434  0.0902
H 5.735 -17.279 12.945  0.1133
H 7.692 -15.056 10.139  0.1037
H 11.430 -8.965 14.672  0.1005
H 4.789 -10.228 14.306  0.1124
H 5.628 -13.499 6.675  0.1137

Values from the calculation:
electronic energy	-58669.52379	eV
energy relative to the best compared isomer or geometry (same formula, charge and spin)	75.7	kcal per mole
frontier orbital gap	0.3346	Eh
SMILES	CN(C)C=O.CN(C)C=O.CN(C)C=O.CN(C)C=O.C1CCOC1.C1CCOC1.C1CCOC1.C1CCOC1.C1CCOC1